No. 1
C4H7ClN2 in the gas phase at a distorted geometry. Source: OMol25; level of theory: ωB97M-V with the def2-TZVPD basis set.

Geometry (Å):
Cl -1.78989 2.20860 -1.17948
C -1.23885 0.52674 -0.71490
C -0.18920 0.53329 0.37685
C 1.19434 0.83644 -0.16923
N 1.95148 -0.13481 -0.40116
N 1.25614 -1.28520 -0.09829
C 0.07165 -1.01096 0.71125
H -1.00198 -0.13295 -1.53299
H -2.15620 0.10329 -0.21617
H -0.59003 1.26173 1.07899
H 1.31354 1.78622 -0.50192
H 1.79697 -1.98272 0.42296
H 0.16344 -1.09598 1.78470
H -0.78140 -1.61369 0.43939

Total charge: 0
LUMO energy (Eh): 0.032
Max |F| (eV/Å): 3.2
Calculated total energy (eV): -19762.4984
SMILES string: ClC[C@@H]1C=NNC1
Energy above the lowest of the compared OMol25 structures with the same formula, charge and spin (eV): 2.235

No. 2
A gas-phase ion, C4H11NP (charge +1). Source: OMol25; level of theory: ωB97M-V with the def2-TZVPD basis set.

Geometry (Å):
C -0.84435 -0.43164 1.55598
C -0.50205 0.03873 0.15422
N -1.29971 -0.79124 -0.83755
C 0.95627 -0.11428 -0.18114
C 1.87346 1.07493 -0.08567
P 1.60731 0.50993 -1.82237
H -0.56844 -1.47387 1.69797
H -1.90335 -0.30934 1.76996
H -0.28969 0.15829 2.28008
H -0.81295 1.07900 0.01584
H -1.04313 -0.51715 -1.79778
H -2.31147 -0.67824 -0.69832
H -1.06271 -1.78384 -0.71032
H 1.38518 -1.05335 0.15596
H 1.45428 2.02575 0.21110
H 2.85639 0.89852 0.32952
H 0.50496 1.36779 -2.03748

Total charge: +1
LUMO energy (Eh): -0.131
Max |F| (eV/Å): 0.6
Calculated total energy (eV): -15098.0434
SMILES string: C[C@H]([NH3+])[C@@H]1CP1
Energy above the lowest of the compared OMol25 structures with the same formula, charge and spin (eV): 0.296